Molecular formula: C24H22N2O4
Method: DFT, ωB97M-V/def2-TZVPD

CARTESIAN COORDINATES (ANGSTROEM)
C  5.269  -1.244  1.246
O  4.330  -0.773  0.310
C  3.003  -0.659  0.600
C  2.249  -0.192  -0.474
C  0.881  -0.001  -0.393
C  0.109  0.532  -1.571
C  -0.254  2.019  -1.398
C  -1.772  1.968  -1.388
C  -2.632  3.112  -1.221
C  -4.022  2.953  -1.237
C  -4.854  4.041  -1.083
C  -4.321  5.310  -0.911
C  -2.946  5.480  -0.892
C  -2.106  4.395  -1.046
N  -2.216  0.772  -1.549
N  -1.215  -0.098  -1.681
C  -1.442  -1.439  -1.883
C  -0.388  -2.342  -2.035
C  -0.653  -3.682  -2.241
C  -1.955  -4.147  -2.300
C  -3.004  -3.252  -2.150
C  -2.756  -1.912  -1.944
C  0.244  -0.279  0.806
C  0.971  -0.749  1.883
C  2.344  -0.948  1.807
O  3.085  -1.421  2.879
C  2.413  -1.744  4.075
C  3.427  -2.271  5.099
O  3.100  -2.600  6.200
O  4.680  -2.327  4.662
H  6.225  -1.220  0.722
H  5.330  -0.591  2.121
H  5.057  -2.274  1.548
H  2.784  0.016  -1.388
H  0.672  0.358  -2.496
H  0.114  2.635  -2.220
H  0.135  2.420  -0.460
H  -4.423  1.961  -1.374
H  -5.926  3.906  -1.098
H  -4.974  6.162  -0.791
H  -2.527  6.467  -0.758
H  -1.036  4.542  -1.030
H  0.635  -2.003  -1.988
H  0.172  -4.371  -2.358
H  -2.152  -5.196  -2.461
H  -4.024  -3.604  -2.194
H  -3.564  -1.208  -1.827
H  -0.821  -0.139  0.906
H  0.445  -0.962  2.799
H  1.920  -0.867  4.514
H  1.659  -2.526  3.917
H  4.727  -2.012  3.743

Properties
E_LUMO ... 0.43 eV
HOMO energy ... -0.268 Eh
Energy above the lowest of the compared OMol25 structures with the same formula, charge and spin ... 3.513 eV

Molecular formula: C21H43N2P3SeTi
Method: DFT, ωB97M-V/def2-TZVPD

CARTESIAN COORDINATES (ANGSTROEM)
Ti  -0.953  -0.090  -0.128
P  -2.923  -0.408  -1.620
P  -0.463  -2.587  0.088
P  -0.698  2.368  -0.693
H  8.576  -0.507  0.717
C  8.513  0.511  1.126
C  8.496  0.730  2.453
H  8.545  -0.097  3.173
C  -2.560  -0.787  -3.369
C  -3.991  -1.802  -1.128
C  -4.091  0.982  -1.753
C  1.138  -2.871  0.926
C  -1.601  -3.606  1.080
C  -0.272  -3.541  -1.470
C  0.847  3.036  0.023
C  -1.956  3.499  -0.022
C  -0.565  2.855  -2.457
H  8.533  1.343  0.410
H  8.478  1.748  2.866
H  -3.503  -1.006  -3.892
H  -1.886  -1.650  -3.437
H  -2.067  0.077  -3.835
H  -4.901  -1.797  -1.746
H  -4.273  -1.710  -0.071
H  -3.459  -2.753  -1.261
H  -4.935  0.682  -2.390
H  -3.595  1.860  -2.188
H  -4.470  1.258  -0.760
H  1.204  -3.910  1.283
H  1.215  -2.189  1.783
H  1.969  -2.655  0.243
H  -1.581  -4.649  0.735
H  -2.623  -3.216  0.997
H  -1.309  -3.561  2.138
H  -0.122  -4.608  -1.249
H  0.591  -3.152  -2.029
H  -1.165  -3.422  -2.099
H  0.853  4.135  -0.040
H  1.717  2.619  -0.503
H  0.910  2.726  1.075
H  -1.739  4.533  -0.326
H  -1.963  3.433  1.074
H  -2.952  3.209  -0.381
H  -0.618  3.950  -2.549
H  -1.378  2.403  -3.043
H  0.388  2.493  -2.867
C  2.717  -0.001  -1.404
C  3.148  -0.005  -0.068
C  4.506  0.160  0.226
C  5.430  0.329  -0.807
C  5.008  0.334  -2.146
C  3.654  0.165  -2.445
Se  0.878  -0.267  -1.938
H  0.416  0.215  0.681
H  2.426  -0.140  0.737
H  4.833  0.152  1.266
H  6.487  0.451  -0.559
H  5.727  0.466  -2.953
H  3.302  0.157  -3.479
C  -5.068  0.474  3.730
N  -3.740  0.356  3.155
C  -2.550  0.360  3.876
C  -1.546  0.224  2.959
N  -2.106  0.136  1.686
C  -3.437  0.220  1.849
H  -5.272  -0.344  4.428
H  -5.182  1.416  4.274
H  -5.815  0.442  2.929
H  -2.519  0.453  4.951
H  -0.474  0.182  3.100
H  -4.184  0.188  1.070

Properties
Charge ... +3
E_LUMO (spin up / spin down) ... -10.56 / -11.75 eV
HOMO energy (spin up / spin down) ... -0.560 / -0.560 Eh
Energy above the lowest of the compared OMol25 structures with the same formula, charge and spin ... 0.000 eV
Multiplicity ... 2

Molecular formula: C6H7SSi
Method: DFT, ωB97M-V/def2-TZVPD

CARTESIAN COORDINATES (ANGSTROEM)
C  -0.343  0.620  1.816
C  0.534  1.597  1.465
C  -0.780  -0.504  1.012
C  1.187  1.718  0.274
C  -0.234  -0.912  -0.138
C  1.341  1.013  -0.843
Si  -0.701  -2.015  -1.538
S  2.280  0.621  -2.097
H  -1.010  0.821  2.644
H  0.572  2.472  2.057
H  -1.759  -0.964  1.221
H  1.642  2.662  0.151
H  -0.748  -1.518  -2.940
H  -2.323  -2.602  -1.259
H  0.342  -3.008  -1.826

Properties
Charge ... -1
E_LUMO (spin up / spin down) ... 3.61 / 2.94 eV
HOMO energy (spin up / spin down) ... -0.041 / -0.112 Eh
Multiplicity ... 3

Molecular formula: C42H86BO14
Method: DFT, ωB97M-V/def2-TZVPD

CARTESIAN COORDINATES (ANGSTROEM)
C  0.887  5.088  -1.745
B  0.193  3.835  -2.067
O  -0.960  3.359  -1.300
C  0.531  2.878  -3.328
C  0.711  1.384  -3.016
H  1.980  5.102  -1.834
H  0.589  5.583  -0.810
H  -1.750  3.317  -1.836
H  1.423  3.280  -3.825
H  -0.289  2.982  -4.058
H  1.741  1.180  -2.705
H  0.510  0.737  -3.879
H  0.040  1.053  -2.223
C  -2.893  -2.582  -3.115
C  -1.947  -2.179  -2.001
O  -1.052  -1.391  -2.183
C  -2.189  -2.842  -0.667
H  -2.608  -2.066  -4.030
H  -2.831  -3.663  -3.252
H  -3.923  -2.327  -2.860
H  -2.107  -3.925  -0.782
H  -3.198  -2.615  -0.313
H  -1.462  -2.490  0.062
C  -1.238  -7.518  -3.864
C  -1.167  -6.421  -2.835
O  -2.115  -5.703  -2.598
C  0.146  -6.233  -2.121
H  -2.222  -7.558  -4.320
H  -0.482  -7.348  -4.634
H  -1.011  -8.480  -3.400
H  0.921  -6.008  -2.859
H  0.432  -7.145  -1.593
H  0.068  -5.417  -1.408
C  -0.775  -4.229  3.235
C  -1.045  -5.152  2.078
O  -0.407  -5.107  1.052
C  -2.183  -6.132  2.255
H  0.060  -3.574  3.000
H  -1.664  -3.629  3.444
H  -0.553  -4.803  4.137
H  -3.111  -5.587  2.446
H  -1.995  -6.771  3.120
H  -2.292  -6.739  1.359
C  -6.070  -5.892  0.019
C  -5.836  -4.471  0.474
O  -5.512  -4.213  1.610
C  -6.018  -3.404  -0.578
H  -5.911  -6.578  0.847
H  -7.087  -6.001  -0.364
H  -5.389  -6.133  -0.800
H  -7.039  -3.413  -0.964
H  -5.344  -3.608  -1.412
H  -5.800  -2.423  -0.161
C  -1.786  -2.650  7.432
C  -1.622  -4.080  6.993
O  -0.588  -4.491  6.518
C  -2.832  -4.971  7.148
H  -0.861  -2.102  7.270
H  -2.591  -2.177  6.865
H  -2.062  -2.607  8.488
H  -3.668  -4.555  6.583
H  -3.137  -5.011  8.196
H  -2.606  -5.973  6.792
C  2.095  8.265  0.013
C  1.322  9.289  -0.764
O  1.512  10.486  -0.646
C  0.292  8.733  -1.711
H  2.813  8.718  0.690
H  1.394  7.636  0.566
H  2.596  7.596  -0.690
H  -0.430  8.126  -1.161
H  0.756  8.030  -2.407
H  -0.209  9.541  -2.243
C  -2.211  -8.227  -8.415
C  -3.173  -8.819  -7.414
O  -2.873  -8.963  -6.252
C  -4.532  -9.216  -7.940
H  -1.273  -7.978  -7.926
H  -2.030  -8.935  -9.226
H  -2.642  -7.329  -8.862
H  -4.424  -9.956  -8.736
H  -5.032  -8.348  -8.374
H  -5.136  -9.625  -7.134
C  4.313  7.572  4.376
C  4.074  6.730  3.147
O  4.268  7.155  2.033
C  3.558  5.329  3.373
H  4.666  8.557  4.081
H  3.396  7.676  4.956
H  5.049  7.092  5.025
H  2.611  5.364  3.916
H  4.261  4.764  3.989
H  3.411  4.829  2.419
C  -2.775  13.187  -0.075
C  -1.743  13.047  1.023
O  -2.059  13.111  2.190
C  -0.328  12.824  0.571
H  -3.760  13.343  0.357
H  -2.516  14.025  -0.726
H  -2.778  12.289  -0.696
H  -0.001  13.659  -0.053
H  -0.242  11.924  -0.040
H  0.332  12.728  1.430
C  4.651  10.119  8.664
C  3.750  10.224  7.455
O  3.332  9.244  6.888
C  3.405  11.618  6.991
H  4.830  9.074  8.902
H  5.599  10.623  8.468
H  4.190  10.621  9.518
H  4.317  12.167  6.744
H  2.906  12.167  7.792
H  2.759  11.569  6.119
C  5.239  -6.681  -4.502
C  4.076  -5.722  -4.565
O  3.160  -5.887  -5.340
C  4.120  -4.546  -3.623
H  5.092  -7.479  -5.226
H  6.167  -6.146  -4.718
H  5.331  -7.104  -3.500
H  5.023  -3.958  -3.800
H  4.155  -4.893  -2.589
H  3.241  -3.923  -3.771
C  8.233  -4.931  -7.360
C  8.946  -5.233  -6.065
O  8.383  -5.162  -4.998
C  10.399  -5.626  -6.171
H  7.198  -4.661  -7.163
H  8.734  -4.113  -7.881
H  8.268  -5.802  -8.019
H  10.967  -4.829  -6.657
H  10.500  -6.518  -6.793
H  10.805  -5.817  -5.181
C  -5.612  1.030  6.283
C  -5.374  -0.433  6.000
O  -4.282  -0.851  5.696
C  -6.573  -1.344  6.107
H  -4.684  1.585  6.171
H  -6.363  1.426  5.596
H  -6.002  1.157  7.294
H  -7.351  -1.019  5.414
H  -6.994  -1.293  7.113
H  -6.283  -2.366  5.876

Properties
Charge ... -1
E_LUMO ... 1.81 eV
HOMO energy ... -0.079 Eh
Energy above the lowest of the compared OMol25 structures with the same formula, charge and spin ... 0.000 eV

no.,E_tot (eV)
1,-36414.35600
2,-141756.84423
3,-25042.97043
4,-74290.57638